1.
{"formula": "C20H24ErN2O3P2", "method": "ωB97M-V with the def2-TZVPD basis set", "multiplicity": 4, "s_squared": 3.7813, "homo_energy_ev": [-10.206, -10.203], "e_lumo_ev": [-4.8, -4.7], "charge": 1, "elements": ["C", "C", "C", "C", "C", "C", "C", "C", "C", "C", "C", "C", "C", "H", "H", "H", "H", "H", "H", "H", "N", "Er", "C", "H", "H", "C", "H", "H", "P", "P", "C", "H", "H", "H", "C", "H", "H", "H", "C", "H", "H", "H", "C", "H", "H", "H", "C", "O", "H", "O", "N", "O"], "xyz": [[-2.0201, 2.8098, -2.2935], [-1.5851, 1.5133, -1.9801], [-0.2315, 1.1353, -2.2958], [0.7929, 2.1389, -2.6059], [0.3366, 3.4698, -2.4361], [-1.0073, 3.7768, -2.4555], [2.1587, 1.6846, -2.7119], [2.4610, 0.3434, -2.2637], [1.3282, -0.5807, -2.0622], [1.5102, -1.9122, -1.5366], [2.7933, -2.4415, -1.4878], [3.8562, -1.5155, -1.5041], [3.6489, -0.1437, -1.6904], [-3.1131, 2.9930, -2.3396], [1.0812, 4.2542, -2.1805], [-1.3796, 4.7943, -2.5882], [2.9725, 2.3979, -2.9193], [2.9333, -3.5340, -1.3731], [4.8731, -1.9269, -1.3601], [4.4053, 0.5970, -1.3091], [0.1136, -0.0958, -1.9919], [0.4756, 0.6783, 2.9800], [-2.3736, 0.5489, -1.1065], [-2.2032, -0.5031, -1.4437], [-3.4773, 0.7511, -1.1615], [0.3519, -2.5352, -0.8567], [-0.5682, -2.3580, -1.4069], [0.4698, -3.6083, -0.7211], [-1.7552, 0.7347, 0.6490], [0.1708, -1.6642, 0.8413], [1.4135, -2.6351, 1.8093], [1.2658, -2.4536, 2.8892], [1.2812, -3.7166, 1.6051], [2.4303, -2.3158, 1.5244], [-1.2806, -2.7222, 1.2859], [-0.9683, -3.7748, 1.3981], [-1.7073, -2.3789, 2.2358], [-2.0364, -2.6600, 0.4923], [-2.3943, 2.3920, 1.0613], [-3.4667, 2.4174, 0.8279], [-2.2571, 2.5616, 2.1390], [-1.8744, 3.1684, 0.4948], [-3.1560, -0.1936, 1.4072], [-2.9339, -0.3777, 2.4658], [-4.0482, 0.4384, 1.3204], [-3.3238, -1.1363, 0.8784], [-0.8150, -0.6771, 4.3208], [-1.5570, -1.2289, 5.0287], [0.5883, 0.3039, 1.2780], [2.7651, 0.1845, 3.0537], [3.0452, 1.1682, 3.8585], [2.0106, 1.8339, 4.2368]], "forces_ev_per_angstrom": [[0.2, -2.4, 0.3], [-0.6, 0.6, -0.3], [1.1, 1.2, 0.7], [0.2, -1.4, 0.6], [0.6, 1.2, -0.4], [-0.2, 0.6, -0.4], [-0.9, -0.7, 1.6], [-1.9, 0.2, 0.1], [1.4, 1.2, 0.9], [1.0, -0.1, -0.7], [-1.2, 0.1, -0.3], [0.8, 0.6, -0.3], [2.1, -0.1, 0.0], [1.0, 0.3, 0.4], [-0.6, -0.4, -0.9], [0.6, 0.0, 0.4], [-0.5, -0.4, 0.2], [0.1, 0.9, 0.3], [-0.6, 0.6, 0.3], [-0.4, -0.9, -1.1], [-1.4, -1.1, -0.5], [0.9, 0.5, -0.8], [-0.1, -0.1, -1.3], [-0.1, 0.8, 0.4], [0.9, 0.0, 0.3], [0.2, 0.8, -0.2], [-0.1, 0.1, 0.1], [0.1, 0.0, 0.4], [-1.3, 0.1, 0.3], [-0.6, -2.8, 0.4], [0.3, 0.0, -0.3], [0.2, -0.1, -0.3], [0.2, 0.6, 0.2], [-0.3, -0.2, 0.3], [-0.1, -0.3, 0.3], [-0.2, 0.4, -0.1], [-0.1, -0.3, -0.3], [0.1, -0.1, 0.3], [-0.2, 0.3, -0.2], [0.2, 0.3, 0.1], [-0.1, 0.1, -0.2], [0.0, 0.0, 0.2], [-0.1, 0.2, 0.1], [-0.3, -0.1, -0.2], [0.0, -0.3, 0.1], [0.0, 0.2, 0.3], [-3.9, -3.2, 3.4], [3.0, 2.2, -2.8], [1.5, 0.8, -1.6], [-0.5, 1.9, 1.6], [-1.1, -0.8, -0.7], [1.0, -1.0, -0.9]], "lowdin_spin": [-0.0014, 0.0014, -0.0005, 0.0002, -0.0016, 0.0009, -0.0036, 0.0002, -0.0004, 0.0016, -0.0016, 0.0013, -0.0023, -0.0001, -0.0001, 0.0001, -0.0001, -0.0001, 0.0001, -0.0001, 0.0014, 3.0462, -0.0019, 0.0000, -0.0004, -0.0090, 0.0000, -0.0014, -0.0086, -0.0378, 0.0020, 0.0006, -0.0001, 0.0000, -0.0061, -0.0014, 0.0007, 0.0001, 0.0003, 0.0001, 0.0001, 0.0000, 0.0000, 0.0006, -0.0001, 0.0001, 0.0419, 0.0282, -0.0471, -0.0023, 0.0003, -0.0001]}

=====

2.
{"formula": "C20H24FN3O4S", "method": "ωB97M-V with the def2-TZVPD basis set", "homo_energy_ev": -8.855, "e_lumo_ev": 0.3, "de_lowest_ev": 0.284, "elements": ["C", "N", "C", "C", "N", "S", "O", "O", "C", "C", "C", "C", "C", "C", "O", "N", "C", "C", "O", "C", "C", "C", "C", "C", "C", "F", "C", "C", "C", "H", "H", "H", "H", "H", "H", "H", "H", "H", "H", "H", "H", "H", "H", "H", "H", "H", "H", "H", "H", "H", "H", "H", "H"], "xyz": [[-2.9500, 0.8667, 3.0332], [-2.5016, 2.0046, 2.2601], [-3.4976, 2.4188, 1.2869], [-3.0314, 3.6969, 0.5874], [-1.7293, 3.5361, -0.0085], [-1.6410, 3.1625, -1.6172], [-2.5628, 4.0206, -2.2987], [-0.2526, 3.1880, -1.9756], [-2.2120, 1.4679, -1.8222], [-3.5359, 1.2065, -2.1165], [-3.9601, -0.1112, -2.2031], [-3.0597, -1.1414, -1.9934], [-1.7179, -0.8724, -1.7319], [-0.7952, -2.0190, -1.4599], [-1.1804, -3.0432, -0.9341], [0.4850, -1.8235, -1.8562], [1.5410, -2.7364, -1.4978], [2.2572, -2.2634, -0.2270], [3.3223, -3.1592, 0.0160], [4.0788, -3.0278, 1.1357], [5.0592, -4.0084, 1.3129], [5.9033, -3.9982, 2.4028], [5.7961, -3.0022, 3.3606], [4.8373, -2.0205, 3.2086], [3.9945, -2.0354, 2.1112], [3.0803, -1.0292, 2.0291], [-1.2971, 0.4508, -1.6441], [-0.7427, 2.9991, 0.8950], [-1.2366, 1.7340, 1.5987], [-2.1946, 0.6259, 3.7791], [-3.8749, 1.1274, 3.5449], [-3.1287, -0.0251, 2.4121], [-4.4326, 2.6191, 1.8149], [-3.6843, 1.6247, 0.5395], [-3.7170, 3.9908, -0.2069], [-2.9674, 4.5035, 1.3251], [-4.2080, 2.0352, -2.2741], [-4.9929, -0.3327, -2.4249], [-3.3768, -2.1727, -2.0310], [0.7482, -0.9397, -2.2618], [1.0884, -3.7135, -1.3158], [2.2596, -2.8171, -2.3160], [2.6367, -1.2426, -0.3727], [1.5458, -2.2623, 0.6075], [5.1282, -4.7768, 0.5597], [6.6478, -4.7722, 2.5063], [6.4517, -2.9885, 4.2164], [4.7225, -1.2265, 3.9297], [-0.2762, 0.7231, -1.4218], [0.1586, 2.8077, 0.3135], [-0.5275, 3.7637, 1.6486], [-0.5067, 1.4372, 2.3552], [-1.3367, 0.9066, 0.8719]], "forces_ev_per_angstrom": [[0.0, 0.1, 0.0], [0.0, 0.1, 0.0], [0.0, 0.2, 0.0], [-0.7, -0.1, 0.1], [0.1, -0.1, -1.1], [0.1, 0.2, 0.1], [-0.3, -0.2, 0.1], [0.0, -0.3, 0.2], [0.2, 0.7, 0.0], [0.0, 0.1, 0.0], [0.1, 0.0, 0.0], [0.1, 0.0, 0.0], [-0.2, 0.3, 0.1], [0.0, 0.2, -0.1], [-0.1, -0.2, 0.1], [0.4, 0.2, 0.0], [0.3, -0.3, 0.4], [-0.5, 0.3, -0.3], [0.1, -0.1, 0.0], [0.2, -0.1, 0.1], [-0.2, 0.2, 0.0], [0.0, 0.0, 0.0], [0.0, 0.0, 0.0], [0.0, -0.1, -0.1], [-0.1, 0.1, 0.0], [0.1, -0.2, 0.0], [0.1, -0.3, -0.1], [0.5, -0.5, 0.2], [0.1, 0.2, 0.0], [0.0, -0.1, 0.1], [-0.1, -0.1, 0.1], [0.0, 0.0, 0.0], [0.0, 0.0, -0.1], [0.0, 0.1, 0.1], [-0.1, 0.1, 0.2], [0.0, 0.0, -0.1], [-0.1, 0.1, 0.0], [-0.1, 0.0, 0.0], [0.0, -0.1, 0.0], [-0.1, -0.1, 0.0], [0.1, 0.1, -0.1], [-0.1, 0.0, 0.0], [-0.1, -0.1, 0.1], [0.1, 0.0, -0.1], [0.0, -0.1, -0.1], [0.1, -0.1, 0.0], [0.1, 0.0, 0.1], [0.0, 0.1, 0.1], [0.1, -0.1, 0.0], [0.1, 0.0, 0.2], [0.0, 0.0, -0.1], [0.0, 0.0, -0.1], [0.0, 0.0, 0.1]], "lowdin_charge": [-0.0962, -0.2235, -0.1767, -0.1652, -0.2343, 0.6677, -0.2769, -0.2812, -0.2597, -0.0590, -0.0439, 0.0037, -0.1136, -0.4529, 0.0809, 0.0722, -0.1359, -0.1711, -0.0207, -0.2042, -0.0022, -0.0882, -0.0922, -0.0155, -0.1951, 0.0415, -0.0294, -0.1644, -0.1766, 0.0848, 0.0842, 0.0905, 0.1256, 0.1155, 0.1153, 0.1329, 0.1176, 0.1110, 0.1228, 0.1365, 0.1289, 0.1306, 0.1332, 0.1379, 0.1208, 0.1037, 0.1022, 0.1189, 0.1149, 0.1138, 0.1329, 0.1263, 0.1118]}